(1)
A molecular structure, C6H8BrO6Pd2, computed with the ωB97M-V functional and the def2-TZVPD basis.

```
23
Properties=species:S:1:pos:R:3
Pd -3.94057 -1.31212 2.12354
Pd -2.95683 2.74078 2.16000
Br -2.63246 0.47573 0.66839
C 0.61542 0.87108 -2.87119
C -0.82374 0.35294 -2.70126
O -1.38529 0.62715 -4.03200
C -0.53981 1.33219 -4.68866
O -0.73318 1.63835 -5.91473
O 0.48884 1.73220 -4.06030
H 1.35541 0.12753 -3.15428
H 0.96369 1.51993 -2.07609
H -1.35187 0.96363 -1.97032
H -0.88856 -0.71445 -2.52800
C 1.30645 -1.55700 2.04595
C 0.20650 -0.96237 2.95077
O 0.97504 -0.20224 3.91402
C 2.19756 -0.55119 3.80606
O 3.10132 -0.14817 4.61669
O 2.49479 -1.33580 2.84809
H 1.33839 -0.93442 1.15613
H 1.16050 -2.60979 1.83790
H -0.41425 -1.70749 3.44995
H -0.53735 -0.34646 2.41934
```

Computed properties:
Spin multiplicity = 5
Net charge = +3
Frontier orbital gap (spin up / spin down) = 9.525 / 5.876 eV
ΔE to the lowest compared entry with this formula, charge and spin = 0.00 kJ/mol

natural (NBO) atomic charge list, values in e, 6 entries: 0.851 0.871 -0.709 -0.106 -0.103 -0.383

=====

(2)
2 unconnected molecules or ions with the total composition C7H14N2O, computed with the ωB97M-V functional and the def2-TZVPD basis.

```
24
Properties=species:S:1:pos:R:3
C -2.32722 -1.33548 0.99406
C -1.66457 -0.67617 -0.17792
O -2.28046 0.48840 -0.55583
C -0.58499 -1.13749 -0.77151
C 0.35434 -2.25949 -0.89862
C 0.34714 -1.12756 -1.90567
H -3.36589 -1.54449 0.74813
H -2.31472 -0.66987 1.85612
H -1.82391 -2.26362 1.24407
H -1.70351 0.94156 -1.18292
H -0.01891 -3.22816 -1.20434
H 1.19184 -2.32644 -0.21580
H 1.17080 -0.43091 -1.89852
H -0.04915 -1.32542 -2.89235
C 0.24251 2.63781 -0.64623
N 0.41930 1.40008 -0.43678
N 1.23501 0.91950 0.49695
C 1.81199 1.71567 1.55887
H -0.38461 2.90275 -1.48269
H 0.67149 3.45912 -0.07692
H 0.96641 -0.02483 0.74374
H 2.40729 2.51945 1.12367
H 1.05341 2.15798 2.21955
H 2.46384 1.07236 2.14477
```

Computed properties:
Spin multiplicity = 1
Net charge = 0
Frontier orbital gap = 9.031 eV
ΔE to the lowest compared entry with this formula, charge and spin = 349.93 kJ/mol

natural (NBO) atomic charge list, values in e, 6 entries: -0.651 0.347 -0.687 -0.161 -0.430 -0.420

=====

(3)
A gas-phase ion, C22H18N3O8S (charge -1), computed with the ωB97M-V functional and the def2-TZVPD basis.

```
52
Properties=species:S:1:pos:R:3
C -3.06657 0.16577 1.30055
O -1.96491 1.11248 1.28370
C -0.69782 0.63933 1.49799
C 0.34969 1.57750 1.59301
C 1.69135 1.20981 1.69530
C 2.02644 -0.16391 1.94632
O 3.23908 -0.54460 2.44771
C 3.63249 -1.91329 3.16345
C 4.44151 -1.52855 4.32433
N 4.10144 -0.46246 5.15867
O 4.96182 -0.11254 6.03998
O 2.94042 0.04236 5.06018
C 5.74741 -2.18155 4.29889
C 6.83301 -2.27682 5.19163
C 7.83282 -3.21093 5.00046
C 7.83119 -3.97725 3.83328
N 8.89546 -4.91244 3.56934
O 9.83419 -5.03407 4.39244
O 8.88029 -5.60044 2.51870
C 6.79425 -3.84582 2.89720
C 5.77039 -2.94332 3.11531
N 4.55321 -2.70256 2.40576
S 4.18396 -3.70413 1.00371
O 2.89951 -3.13671 0.63711
O 4.27514 -5.08567 1.33281
C 5.47634 -3.28296 -0.05408
C 6.28822 -4.25887 -0.66061
C 7.36822 -3.86934 -1.45583
C 7.62873 -2.52194 -1.72313
C 8.80402 -2.13834 -2.57927
C 6.76399 -1.56417 -1.16681
C 5.66431 -1.93794 -0.39501
C 1.00536 -1.09207 1.66373
C -0.33512 -0.72077 1.52904
H -3.97860 0.77660 1.27636
H -3.04232 -0.49784 0.41796
H -3.05974 -0.45473 2.21546
H 0.01578 2.59489 1.55703
H 2.43608 2.00670 1.72244
H 2.63268 -2.36988 3.31686
H 6.88471 -1.61736 6.03808
H 8.59378 -3.39362 5.74020
H 6.80672 -4.52601 2.07680
H 6.05304 -5.31285 -0.50120
H 8.02171 -4.65200 -1.87015
H 8.91047 -1.05456 -2.59937
H 9.73089 -2.57318 -2.18930
H 8.68756 -2.48684 -3.61059
H 6.98974 -0.50581 -1.36235
H 4.94745 -1.17375 -0.08524
H 1.21195 -2.14513 1.68286
H -1.06116 -1.52283 1.45299
```

Computed properties:
Spin multiplicity = 1
Net charge = -1
Frontier orbital gap = 6.453 eV
ΔE to the lowest compared entry with this formula, charge and spin = 9.41 kJ/mol

natural (NBO) atomic charge list, values in e, 6 entries: -0.253 -0.515 0.255 -0.257 -0.240 0.337

=====

- What is the ΔE to the lowest compared entry with this formula, charge and spin in the second record?
  349.93 kJ/mol

=====

Copy entry 2 word for word.
2 unconnected molecules or ions with the total composition C7H14N2O, computed with the ωB97M-V functional and the def2-TZVPD basis.

```
24
Properties=species:S:1:pos:R:3
C -2.32722 -1.33548 0.99406
C -1.66457 -0.67617 -0.17792
O -2.28046 0.48840 -0.55583
C -0.58499 -1.13749 -0.77151
C 0.35434 -2.25949 -0.89862
C 0.34714 -1.12756 -1.90567
H -3.36589 -1.54449 0.74813
H -2.31472 -0.66987 1.85612
H -1.82391 -2.26362 1.24407
H -1.70351 0.94156 -1.18292
H -0.01891 -3.22816 -1.20434
H 1.19184 -2.32644 -0.21580
H 1.17080 -0.43091 -1.89852
H -0.04915 -1.32542 -2.89235
C 0.24251 2.63781 -0.64623
N 0.41930 1.40008 -0.43678
N 1.23501 0.91950 0.49695
C 1.81199 1.71567 1.55887
H -0.38461 2.90275 -1.48269
H 0.67149 3.45912 -0.07692
H 0.96641 -0.02483 0.74374
H 2.40729 2.51945 1.12367
H 1.05341 2.15798 2.21955
H 2.46384 1.07236 2.14477
```

Computed properties:
Spin multiplicity = 1
Net charge = 0
Frontier orbital gap = 9.031 eV
ΔE to the lowest compared entry with this formula, charge and spin = 349.93 kJ/mol

natural (NBO) atomic charge list, values in e, 6 entries: -0.651 0.347 -0.687 -0.161 -0.430 -0.420

=====

- What is the spin multiplicity in the third record?
  1